(1)
Molecular formula: C24H30O20S
Method: DFT, ωB97M-V/def2-TZVPD

Kohn-Sham gap = 9.34 eV
Total energy = -2835.49669 Ha

ORCA input file:
```
! RIJCOSX wB97M-V def2-TZVPD def2/J DEFGRID3
* xyz 0 1
C -3.366 2.448 0.369
C -2.726 2.039 1.292
C -1.740 1.695 2.346
C -0.374 1.903 1.674
C -0.136 3.420 1.366
C 0.993 3.934 2.302
C 1.410 5.357 1.978
O 0.702 6.306 2.079
O 2.718 5.573 1.576
O -1.905 2.435 3.548
C -1.789 1.624 4.646
O -1.578 2.031 5.728
O -1.961 0.308 4.301
C -1.839 0.243 2.895
S -2.920 -0.989 2.090
H -3.840 3.066 -0.355
H -0.368 1.373 0.712
H 0.424 1.549 2.324
H 0.275 3.460 0.354
H -1.046 4.013 1.459
H 1.840 3.251 2.182
H 0.636 3.897 3.337
H 2.905 5.008 0.818
H -0.825 -0.180 2.739
H -2.828 -0.752 0.762
O 0.929 -0.653 2.601
C 1.253 -1.734 2.982
O 1.405 -2.808 2.169
C 2.014 -3.849 2.941
C 1.636 -3.472 4.352
O 1.512 -2.049 4.268
H 1.631 -4.825 2.647
H 3.092 -3.826 2.774
H 0.675 -3.892 4.656
H 2.392 -3.754 5.080
O 1.250 4.825 -1.459
C 1.720 5.909 -1.616
O 2.758 6.392 -0.898
C 3.187 7.605 -1.519
C 1.947 8.048 -2.257
O 1.291 6.806 -2.531
H 3.516 8.326 -0.774
H 4.020 7.384 -2.190
H 1.291 8.666 -1.641
H 2.172 8.580 -3.178
O 0.319 -0.292 -0.437
C 0.934 0.260 -1.292
O 1.694 -0.364 -2.224
C 2.074 0.616 -3.196
C 1.972 1.906 -2.419
O 0.964 1.605 -1.455
H 3.079 0.424 -3.566
H 1.373 0.573 -4.032
H 2.898 2.156 -1.896
H 1.677 2.751 -3.036
O -2.499 -7.017 0.201
C -1.961 -5.962 0.105
O -0.893 -5.571 0.842
C -0.397 -4.350 0.278
C -1.607 -3.801 -0.430
O -2.339 -4.989 -0.763
H -0.024 -3.685 1.054
H 0.419 -4.585 -0.410
H -2.224 -3.177 0.218
H -1.352 -3.239 -1.326
O -1.301 -5.562 -6.474
C -1.897 -6.108 -5.605
O -2.239 -5.529 -4.425
C -3.134 -6.417 -3.749
C -2.792 -7.754 -4.355
O -2.328 -7.395 -5.659
H -2.972 -6.388 -2.675
H -4.160 -6.112 -3.962
H -1.986 -8.262 -3.821
H -3.649 -8.421 -4.416
*
```



(2)
Molecular formula: C24H31AsBN4O4STl
Method: DFT, ωB97M-V/def2-TZVPD

Kohn-Sham gap = 7.23 eV
Total energy = -4284.59763 Ha

ORCA input file:
```
! RIJCOSX wB97M-V def2-TZVPD def2/J DEFGRID3
* xyz -2 1
Tl -0.039 0.386 -0.027
C 2.626 -1.726 1.442
As 3.481 -1.680 -0.282
C 2.494 -2.445 -1.753
C 4.877 -2.996 0.022
S 4.324 0.168 -0.797
H 2.090 -2.671 1.517
H 1.946 -0.892 1.582
H 3.433 -1.668 2.170
H 2.364 -3.507 -1.550
H 3.092 -2.275 -2.645
H 1.517 -1.975 -1.845
H 4.403 -3.896 0.421
H 5.579 -2.581 0.741
H 5.401 -3.223 -0.904
B -1.331 1.317 5.066
C -1.090 0.991 3.540
N -0.907 0.739 2.426
H -1.241 2.520 5.233
H -2.444 0.923 5.371
H -0.478 0.730 5.711
C -3.340 -3.490 -1.135
N -2.064 -4.002 -0.670
C -1.889 -5.308 -0.333
C -0.705 -5.779 0.091
C 0.427 -4.852 0.177
O 1.569 -5.255 0.458
N 0.183 -3.536 -0.074
C -0.996 -3.083 -0.496
O -1.248 -1.898 -0.783
H -3.944 -4.317 -1.509
H -3.168 -2.768 -1.928
H -3.877 -2.975 -0.336
H -2.762 -5.942 -0.440
H -0.566 -6.818 0.350
C -1.053 3.552 -6.201
C -0.365 2.515 -5.353
C -0.549 1.163 -5.614
C 0.081 0.204 -4.831
C 0.818 0.595 -3.732
C 0.948 1.948 -3.414
N 1.653 2.302 -2.257
C 1.237 3.199 -1.256
C 2.238 3.667 -0.396
C 1.957 4.566 0.616
C 0.664 5.047 0.773
C -0.332 4.578 -0.068
C -0.085 3.632 -1.059
C -1.341 3.035 -1.723
O -2.026 3.781 -2.439
O -1.577 1.832 -1.411
C 0.443 2.923 -4.286
C 0.795 4.377 -4.112
H -1.722 3.075 -6.920
H -0.338 4.167 -6.755
H -1.640 4.216 -5.560
H -1.188 0.860 -6.437
H -0.037 -0.850 -5.055
H 1.299 -0.139 -3.096
H 2.342 1.627 -1.952
H 3.250 3.303 -0.538
H 2.751 4.892 1.278
H 0.430 5.752 1.561
H -1.354 4.913 0.062
H 1.682 4.482 -3.490
H -0.025 4.924 -3.639
H 0.999 4.833 -5.084
*
```



(3)
Molecular formula: C24H31Cl42FN2O4PS
Method: DFT, ωB97M-V/def2-TZVPD

Kohn-Sham gap = 6.55 eV
Total energy = -21510.92030 Ha

ORCA input file:
```
! RIJCOSX wB97M-V def2-TZVPD def2/J DEFGRID3
* xyz -1 1
O -3.310 -0.697 -2.149
C -2.581 -0.253 -2.986
O -2.390 -0.947 -4.139
C -1.898 1.082 -2.820
C -0.462 1.181 -3.386
C 0.648 0.870 -2.372
P 0.717 -0.997 -1.942
C 1.316 -0.716 -0.137
C 0.590 -1.723 0.764
S -0.505 -0.951 2.016
C -2.079 -1.353 1.390
N -3.115 -0.599 1.222
N -4.110 -1.400 0.675
C -3.591 -2.575 0.551
O -2.320 -2.638 0.995
C 2.556 -1.212 -2.685
C 2.762 -2.587 -3.134
O 3.017 -3.553 -2.484
F 2.643 -2.753 -4.483
H -1.434 -1.005 -4.304
H -1.976 1.411 -1.789
H -2.499 1.782 -3.414
H -0.383 0.552 -4.272
H -0.304 2.222 -3.678
H 0.462 1.497 -1.496
H 1.573 1.237 -2.828
H 0.694 -2.446 -1.713
H -0.664 -0.964 -1.458
H 0.202 -1.274 -3.320
H 1.073 0.263 0.275
H 2.386 -0.868 0.015
H -0.019 -2.412 0.176
H 1.304 -2.327 1.317
H -4.081 -3.435 0.120
H 3.368 -0.968 -2.001
H 2.691 -0.589 -3.569
C -2.897 -5.457 -2.203
Cl -4.404 -5.021 -1.374
Cl -1.518 -4.628 -1.503
Cl -2.665 -7.209 -2.177
H -2.990 -5.143 -3.234
C 4.527 -3.614 1.136
Cl 4.172 -1.906 1.353
Cl 3.042 -4.518 0.842
Cl 5.649 -3.801 -0.212
H 4.987 -4.009 2.032
C 2.170 3.026 -5.930
Cl 0.691 3.580 -5.151
Cl 3.583 3.852 -5.259
Cl 2.347 1.279 -5.793
H 2.107 3.272 -6.982
C -2.621 2.680 -7.199
Cl -3.166 3.752 -5.902
Cl -1.042 3.200 -7.798
Cl -2.577 1.016 -6.646
H -3.328 2.753 -8.013
C 4.855 -2.156 5.485
Cl 4.488 -0.437 5.623
Cl 3.386 -3.099 5.232
Cl 6.001 -2.430 4.173
H 5.309 -2.477 6.413
C 2.547 1.306 8.714
Cl 3.918 0.385 9.349
Cl 3.103 2.607 7.660
Cl 1.425 0.248 7.864
H 2.026 1.751 9.550
C 3.166 -6.349 -3.842
Cl 2.601 -7.629 -2.767
Cl 4.931 -6.340 -3.922
Cl 2.478 -6.540 -5.456
H 2.845 -5.392 -3.439
C -2.511 2.534 3.394
Cl -3.010 3.565 4.743
Cl -0.933 3.024 2.777
Cl -2.499 0.849 3.882
H -3.238 2.649 2.599
C 7.108 -8.250 -6.816
Cl 8.420 -9.333 -6.343
Cl 7.723 -6.914 -7.789
Cl 5.857 -9.133 -7.692
H 6.668 -7.838 -5.917
C -6.677 5.947 4.264
Cl -5.503 5.562 3.010
Cl -6.602 4.765 5.574
Cl -6.422 7.579 4.887
H -7.663 5.904 3.826
C 8.243 0.014 1.591
Cl 6.781 0.581 2.389
Cl 9.671 0.808 2.265
Cl 8.395 -1.742 1.716
H 8.178 0.270 0.542
C -7.201 1.553 0.218
Cl -5.750 0.644 0.594
Cl -6.956 3.303 0.426
Cl -7.743 1.210 -1.432
H -7.987 1.248 0.897
C 1.145 6.460 7.287
Cl 2.719 5.754 6.916
Cl 1.018 8.085 6.604
Cl -0.155 5.432 6.699
H 1.056 6.541 8.362
C -10.407 8.300 5.449
Cl -9.858 6.652 5.137
Cl -9.221 9.188 6.403
Cl -10.749 9.141 3.937
H -11.324 8.243 6.019
*
```